{"formula": "C4H11N2O", "method": "ωB97M-V/def2-TZVPD", "elements": ["N", "C", "C", "C", "N", "C", "O", "H", "H", "H", "H", "H", "H", "H", "H", "H", "H", "H"], "xyz": [[-3.1823, 0.6977, -0.2506], [0.5858, 0.3321, 0.5464], [-0.3704, -0.0138, 1.6387], [0.2131, 0.2941, -0.8513], [1.3178, -0.6073, -1.0415], [2.7877, -0.7494, -0.4486], [-0.6527, 0.5020, -1.6229], [-2.8908, 0.3909, -1.1660], [-3.6565, 1.5880, -0.3556], [-3.8622, 0.0633, 0.1471], [1.2435, 1.1831, 0.7086], [-0.2682, 0.5002, 2.5989], [-1.3768, 0.0565, 1.2115], [-0.2720, -1.0960, 1.8076], [1.2767, -1.1479, -1.9091], [3.3682, -0.5404, -1.3622], [2.7387, -1.5943, 0.2144], [3.0004, 0.1412, 0.1345]], "forces_ev_per_a": [[0.058, 0.195, 0.602], [-3.966, 2.864, 1.270], [0.811, -1.123, -0.755], [2.192, -1.964, -0.347], [1.517, 0.494, 0.202], [-2.057, 2.647, -1.494], [-0.264, 0.442, -0.038], [-0.193, -0.127, -0.072], [0.110, -0.007, -0.021], [-0.088, -0.152, -0.260], [1.212, -0.847, 0.278], [0.469, 0.002, -0.412], [-0.243, 0.325, -0.208], [-0.070, -0.121, 0.261], [-0.664, -0.481, 0.469], [0.457, -1.504, 0.683], [0.813, -0.668, -0.529], [-0.092, 0.026, 0.372]], "total_energy_ev": -9343.1868, "e_lumo_ha": -0.251, "charge": 1}

---

{"formula": "C37H75B2Br2I2N4O28P3S2", "method": "ωB97M-V/def2-TZVPD", "elements": ["C", "C", "Br", "C", "Br", "C", "N", "C", "C", "C", "C", "C", "C", "C", "S", "C", "N", "N", "C", "O", "P", "N", "O", "O", "P", "O", "O", "C", "C", "B", "O", "O", "O", "C", "P", "S", "C", "I", "C", "C", "I", "B", "O", "O", "H", "H", "H", "H", "H", "H", "H", "H", "H", "H", "H", "H", "H", "H", "H", "H", "H", "H", "H", "H", "H", "H", "H", "H", "H", "H", "H", "H", "H", "H", "H", "H", "H", "H", "H", "H", "H", "H", "H", "C", "O", "C", "O", "O", "C", "H", "H", "H", "H", "H", "H", "C", "O", "C", "O", "O", "C", "H", "H", "H", "H", "H", "H", "C", "O", "C", "O", "O", "C", "H", "H", "H", "H", "H", "H", "C", "O", "C", "O", "O", "C", "H", "H", "H", "H", "H", "H", "C", "O", "C", "O", "O", "C", "H", "H", "H", "H", "H", "H", "C", "O", "C", "O", "O", "C", "H", "H", "H", "H", "H", "H"], "xyz": [[-4.9632, 3.0944, 2.4049], [-3.7383, 2.0405, 2.2364], [-2.4096, 3.2051, 1.1566], [-3.8482, 0.7526, 1.3362], [-4.5845, 1.3869, -0.4690], [-4.4899, -0.6885, 1.8172], [-4.5239, -1.4017, 0.5102], [-3.3258, -2.0605, -0.0253], [-2.2403, -1.3386, -0.9765], [-2.6530, -0.9842, -2.5167], [-1.2190, -0.9657, -3.3791], [-0.3852, 0.4354, -3.2325], [0.7117, 0.4329, -1.9720], [0.7894, 1.9746, -1.3972], [1.5954, 2.0836, 0.3320], [1.7125, 3.9405, 0.7493], [1.8268, 5.0379, -0.3136], [1.8521, 6.3063, 0.3049], [1.7684, 6.0651, 1.7985], [1.6958, 4.6105, 2.0693], [-5.8976, -1.9578, -0.3191], [-7.3798, -1.3856, -0.1080], [-5.6632, -1.6776, -2.0659], [-6.1793, -3.7217, -0.2654], [-6.1878, -0.1402, 2.5437], [-7.2432, -1.4252, 2.9700], [-7.0974, 0.9782, 1.6437], [-3.7615, -1.4497, 3.0748], [-4.3268, -1.1986, 4.5881], [-4.0282, 0.2087, 5.3535], [-5.0595, 1.3057, 5.3121], [-2.8121, 0.5357, 6.1647], [-3.6988, -2.9109, 3.0321], [-4.7905, -3.7499, 2.9226], [-4.2039, -5.2411, 1.7952], [-3.2390, -6.6397, 2.6669], [-5.6177, -4.3067, 4.2099], [-6.7848, -6.1682, 3.7730], [-4.9002, -4.3776, 5.6512], [-5.6866, -5.4672, 6.6524], [-2.7978, -4.8017, 5.8217], [-2.1105, -1.1682, 3.2586], [-1.4102, 0.1169, 3.2171], [-1.1353, -2.2875, 3.5524], [-5.8414, 2.7169, 3.1206], [-5.4347, 3.4972, 1.4003], [-4.5326, 4.0581, 2.9632], [-3.1637, 2.0176, 3.2515], [-2.7194, 0.5377, 1.0022], [-2.6504, -2.6779, 0.7469], [-3.7443, -2.9500, -0.7156], [-1.6567, -0.4174, -0.5652], [-1.3731, -2.1577, -1.1203], [-3.2389, -1.9172, -2.9771], [-3.1985, 0.0358, -2.6783], [-0.5530, -1.9250, -3.1375], [-1.5476, -1.1090, -4.5151], [-1.0732, 1.3925, -3.2292], [0.2837, 0.5249, -4.2178], [0.4519, -0.3768, -1.1674], [1.7941, 0.1927, -2.4147], [-0.2765, 2.5003, -1.4246], [1.4943, 2.6539, -2.0813], [1.7650, 6.9765, 2.5620], [-7.7734, -0.9105, -0.9471], [-6.1151, -0.8307, -2.3434], [-6.9595, -3.9389, -0.8895], [-7.7960, -1.1939, 3.7847], [-7.6759, 1.4949, 2.2812], [-5.4133, -1.6117, 4.8097], [-3.6493, -1.9428, 5.2473], [-4.7033, 2.1155, 5.8183], [-2.4847, 1.4381, 5.8192], [-5.6206, -3.2598, 2.2155], [-5.3480, -5.8350, 1.0881], [-3.3451, -4.7441, 0.7093], [-6.5088, -3.5175, 4.3524], [-5.0938, -3.3304, 6.1957], [-6.8401, -5.2819, 6.7039], [-5.2708, -5.2006, 7.7398], [-5.3656, -6.5748, 6.4567], [-0.9185, 0.2247, 2.3494], [-0.4970, -1.9797, 4.2599], [0.8729, -0.7666, -9.2808], [0.4484, 0.5734, -9.5222], [-0.3541, 1.0875, -8.5562], [-0.7194, 0.5093, -7.5446], [-0.6797, 2.3561, -8.9107], [-1.5276, 3.0262, -7.9798], [1.5085, -1.0752, -10.1153], [1.4616, -0.8251, -8.3597], [0.0124, -1.4419, -9.2355], [-1.0348, 3.1194, -7.0066], [-2.4840, 2.5026, -7.8825], [-1.7232, 4.0313, -8.3637], [4.7377, 3.1841, -1.5707], [5.3168, 2.2665, -2.4963], [5.8047, 2.8435, -3.6235], [5.7825, 4.0358, -3.8860], [6.3213, 1.8642, -4.4078], [6.8748, 2.3282, -5.6377], [4.3810, 2.6142, -0.7083], [5.4850, 3.9042, -1.2222], [3.8827, 3.6986, -2.0209], [7.7076, 3.0142, -5.4518], [6.1053, 2.8085, -6.2505], [7.2583, 1.4620, -6.1839], [1.8534, -0.8695, 10.7573], [0.7292, -1.6388, 10.3348], [-0.2521, -0.9137, 9.7409], [-0.2386, 0.2927, 9.5531], [-1.2508, -1.7635, 9.3923], [-2.3596, -1.1347, 8.7521], [2.5749, -1.5502, 11.2176], [2.3343, -0.3861, 9.9008], [1.5546, -0.1276, 11.5048], [-2.0471, -0.6619, 7.8154], [-2.8268, -0.4034, 9.4194], [-3.0972, -1.9072, 8.5180], [13.1629, 5.4783, -5.8634], [11.9001, 5.4414, -6.5251], [10.9042, 6.0834, -5.8637], [11.0106, 6.6619, -4.7936], [9.7696, 5.9704, -6.5992], [8.6298, 6.6037, -6.0209], [13.8838, 4.9350, -6.4805], [13.5117, 6.5102, -5.7544], [13.1026, 4.9837, -4.8885], [8.7974, 7.6808, -5.9183], [8.3883, 6.1542, -5.0525], [7.7808, 6.4504, -6.6927], [3.2264, 0.7668, 7.1515], [4.1640, 1.3559, 8.0504], [5.4482, 1.3324, 7.6123], [5.8361, 0.8643, 6.5533], [6.2257, 1.9198, 8.5565], [7.6130, 1.9665, 8.2283], [2.2332, 0.8410, 7.6028], [3.2130, 1.3066, 6.1992], [3.4550, -0.2923, 6.9946], [7.7749, 2.5543, 7.3190], [8.0170, 0.9555, 8.1144], [8.1390, 2.4562, 9.0524], [3.1418, -5.8416, -8.8186], [2.0175, -6.6109, -9.2411], [1.0362, -5.8858, -9.8350], [1.0497, -4.6794, -10.0228], [0.0375, -6.7356, -10.1836], [-1.0713, -6.1068, -10.8237], [3.8632, -6.5223, -8.3582], [3.6226, -5.3582, -9.6751], [2.8429, -5.0997, -8.0711], [-0.7588, -5.6340, -11.7605], [-1.5385, -5.3756, -10.1564], [-1.8089, -6.8793, -11.0579]], "forces_ev_per_a": [[-0.845, 1.013, 1.009], [-0.252, 2.271, 0.447], [-0.078, -0.455, 0.804], [2.349, -0.008, -0.118], [0.020, -0.592, 1.229], [-1.834, 0.634, -1.874], [-0.070, -2.404, 0.084], [2.312, -2.863, -1.523], [0.977, -0.010, -1.146], [1.517, -1.354, -0.557], [-0.977, 0.175, -0.724], [1.261, -0.527, -0.870], [0.518, 0.687, -0.521], [-0.208, 1.488, -1.373], [-0.430, 1.866, 0.319], [0.222, 5.770, -2.293], [-0.429, -2.391, 5.229], [-0.526, -4.201, 5.987], [0.250, -1.083, -5.672], [-0.007, 1.723, -3.529], [-5.253, 0.026, -3.919], [2.106, -0.237, 0.382], [0.439, -0.226, 2.278], [0.906, 2.449, -0.921], [-1.880, 1.988, 3.032], [0.134, 0.536, -0.071], [-0.095, -0.908, 0.431], [0.919, -0.585, 1.486], [0.688, -0.930, 2.036], [-0.951, 3.180, 0.794], [3.386, -0.897, 1.084], [-1.727, 0.866, -3.274], [0.297, 0.573, -0.477], [-3.260, -0.707, -2.559], [-0.117, -0.213, -0.911], [0.607, -0.684, 0.550], [-0.451, 2.086, 0.792], [0.495, 1.044, -0.138], [-2.681, -0.028, 1.526], [1.182, 0.958, 1.414], [-0.508, 0.273, -0.092], [3.692, -0.722, 0.429], [-1.375, -1.459, -1.425], [-2.477, 2.777, 0.551], [2.149, 0.479, -1.680], [1.156, -1.210, 1.981], [-0.710, -2.176, -1.269], [-1.197, -0.797, -2.059], [-2.699, 0.194, 0.872], [-1.870, 1.627, -1.075], [1.052, 1.834, 1.331], [-1.338, -1.482, -0.260], [-2.040, 1.607, 0.565], [0.921, 2.314, 1.147], [0.890, -2.129, 0.432], [-1.359, 2.195, -0.293], [0.856, 0.525, 2.339], [1.195, -2.075, 0.236], [-1.524, -0.065, 2.104], [0.432, 1.735, -1.422], [-2.453, 0.330, 1.087], [2.249, -1.261, 0.455], [-1.625, -1.691, 1.341], [0.026, -2.873, -1.426], [0.728, -0.250, 1.171], [0.771, -1.254, 0.996], [1.722, 1.112, 1.426], [1.441, -0.054, -1.685], [1.298, -1.003, -0.865], [2.109, 1.158, -0.966], [-1.184, 1.349, -1.626], [-0.846, -1.934, -0.950], [-0.639, -1.980, 1.053], [1.438, -0.977, 1.631], [0.796, 1.231, 0.583], [-1.190, 0.204, 0.943], [1.950, -1.878, -0.325], [0.665, -2.295, -1.393], [2.188, -0.510, -0.425], [-0.872, -0.618, -2.276], [-0.875, 2.225, 0.105], [-0.604, -0.154, 1.603], [-0.888, -0.239, -1.486], [0.180, -0.585, 0.038], [-0.710, 0.682, 0.731], [-0.037, -0.246, 0.234], [0.495, 0.821, -1.357], [0.337, -0.990, 0.133], [-0.298, 0.270, 0.311], [-0.200, 0.316, 0.068], [-0.249, -0.013, -0.079], [0.184, 0.140, 0.143], [-0.156, -0.163, -0.133], [0.240, 0.000, 0.107], [0.219, -0.282, -0.158], [-0.264, 0.368, 0.423], [0.504, 0.211, -1.082], [-0.054, 0.456, 0.027], [0.063, -1.713, 0.332], [-0.436, 0.588, 0.693], [0.209, 0.140, -0.440], [0.164, -0.128, -0.327], [-0.190, -0.013, -0.208], [0.254, 0.070, 0.066], [-0.253, 0.003, -0.042], [0.176, 0.065, 0.184], [-0.168, 0.012, 0.347], [0.427, 0.255, 0.173], [-0.868, 0.404, -0.494], [-0.134, 0.247, -0.101], [0.037, -1.618, 0.226], [1.002, 0.503, 0.487], [-0.323, 0.257, -0.368], [-0.343, -0.083, -0.160], [-0.164, 0.061, 0.196], [0.032, -0.022, -0.273], [-0.066, -0.018, 0.415], [0.183, -0.001, -0.158], [0.326, -0.109, 0.171], [0.466, -0.003, 0.220], [-0.865, 0.421, 0.346], [-0.027, 0.263, 0.442], [-0.132, -0.855, -1.576], [1.060, -0.056, 0.409], [-0.497, 0.245, 0.242], [-0.378, 0.061, -0.073], [-0.147, -0.183, 0.133], [-0.032, 0.246, -0.110], [0.040, -0.232, 0.131], [0.118, 0.194, -0.113], [0.362, -0.129, -0.030], [-0.415, -0.211, -0.315], [1.060, 0.066, -0.139], [0.170, -0.190, -0.440], [-0.571, 0.689, 1.557], [-0.773, -0.423, -0.604], [0.524, 0.035, -0.101], [0.298, 0.139, 0.163], [0.131, -0.205, 0.115], [0.076, 0.227, -0.111], [-0.050, -0.257, 0.080], [-0.117, 0.193, -0.148], [-0.384, -0.073, -0.031], [0.436, 0.255, 0.171], [-0.900, 0.428, -0.508], [0.003, 0.344, -0.051], [-0.021, -1.653, 0.271], [0.914, 0.542, 0.357], [-0.430, 0.205, -0.250], [-0.351, -0.083, -0.156], [-0.190, 0.042, 0.177], [0.023, -0.030, -0.260], [-0.025, 0.053, 0.263], [0.190, -0.017, -0.181], [0.350, -0.040, 0.178]], "total_energy_ev": -310041.3776, "e_lumo_ha": -0.013, "smiles": "C[C@H](Br)[C@H](Br)[C@](N(CCCCCCCSc1nnco1)P(=N)(O)O)(P(O)O)[C@@](CB(O)O)(O[C@@H]([PH2]=S)[C@@H](I)[C@@H](C)I)B(O)O.COC(=O)OC.COC(=O)OC.COC(=O)OC.COC(=O)OC.COC(=O)OC.COC(=O)OC"}

---

Molecular weight list, top to bottom, in g mol⁻¹: 103.14 1616.30
Highest occupied orbital energy list, top to bottom, in eV: -13.26 -8.00